ORCA calculation (wB97M-V/def2-TZVPD) on one molecule with the formula C5H6O2.

- DFT total energy: -344.52680 hartree
- Energy above the lowest of the compared OMol25 structures with the same formula, charge and spin: 2.044 eV
- SMILES: CO/C=C\C=C=O
- HOMO-LUMO gap: 9.036 eV
- E_LUMO: 0.95 eV
- Strongest force on any atom: 0.97 eV/A

```
13
Properties=species:S:1:pos:R:3:forces:R:3:mulliken_charge:R:1
C 0.130 0.564 -1.653 0.0 0.0 -0.3 -0.68
O -0.720 0.648 -0.511 0.1 0.2 0.0 -0.40
C 0.026 1.102 0.554 0.1 0.1 0.3 -0.37
C 0.441 0.194 1.434 -0.2 0.2 -0.1 -0.29
C 0.004 -1.188 1.278 -0.1 -0.1 -0.1 -0.62
C -0.870 -1.556 0.344 -0.4 -0.7 -0.4 0.71
O -1.611 -2.049 -0.410 0.6 0.4 0.6 -0.40
H -0.501 0.287 -2.497 0.1 0.0 0.0 0.22
H 0.613 1.532 -1.840 -0.1 -0.2 0.0 0.35
H 0.912 -0.192 -1.494 -0.2 0.1 0.0 0.28
H 0.193 2.173 0.573 0.2 -0.1 0.1 0.45
H 1.084 0.463 2.266 -0.2 0.0 0.0 0.40
H 0.300 -1.977 1.957 0.0 0.1 -0.1 0.34
```
Positions in Å, forces in eV/Å.

ORCA calculation (wB97M-V/def2-TZVPD) on one molecule with the formula C5H6O2.

- DFT total energy: -344.39622 hartree
- Energy above the lowest of the compared OMol25 structures with the same formula, charge and spin: 5.597 eV
- HOMO-LUMO gap (spin up / spin down): 7.957 / 7.956 eV
- E_LUMO (spin up / spin down): -0.32 / -0.33 eV
- Strongest force on any atom: 0.49 eV/A

```
13
Properties=species:S:1:pos:R:3:forces:R:3:mulliken_charge:R:1
O -0.139 1.681 -2.161 -0.1 -0.2 -0.2 -0.50
C -0.637 2.001 -0.881 -0.1 0.2 0.3 -0.41
C -0.692 0.881 0.060 0.1 -0.4 0.1 0.30
C -0.505 -0.303 0.438 -0.2 0.4 -0.3 0.11
C -0.355 -1.596 0.970 0.0 -0.2 0.0 -0.73
C 0.986 -2.100 1.187 0.0 -0.1 0.1 -0.04
O 1.253 -3.227 1.558 -0.1 0.3 -0.1 -0.52
H -0.624 0.908 -2.480 0.1 0.1 -0.1 0.32
H -1.645 2.442 -0.924 0.1 -0.1 0.0 0.32
H 0.023 2.782 -0.486 -0.1 -0.1 0.0 0.29
H -1.216 -2.219 1.189 0.1 0.1 -0.1 0.30
H 0.033 0.001 1.423 0.3 0.1 0.1 0.26
H 1.798 -1.371 0.947 -0.1 -0.1 0.1 0.29
```
Positions in Å, forces in eV/Å.

ORCA calculation (wB97M-V/def2-TZVPD) on one molecule with the formula C5H6O2.

- DFT total energy: -344.49785 hartree
- Energy above the lowest of the compared OMol25 structures with the same formula, charge and spin: 2.832 eV
- SMILES: O=COC=C1CC1
- HOMO-LUMO gap: 10.244 eV
- E_LUMO: 0.96 eV
- Strongest force on any atom: 3.55 eV/A

```
13
Properties=species:S:1:pos:R:3:forces:R:3:mulliken_charge:R:1
O -3.557 0.575 0.152 0.6 -0.8 -0.4 -0.45
C -2.943 -0.446 0.059 1.5 -0.9 0.7 0.20
O -1.538 -0.613 0.001 -0.1 1.2 -0.6 -0.25
C -0.592 0.490 -0.193 -1.0 0.4 -0.1 -0.35
C 0.717 0.263 -0.281 -1.5 0.3 0.8 0.40
C 2.095 0.719 0.077 -0.7 1.2 0.9 -0.52
C 1.669 -0.767 0.055 0.5 2.4 -2.0 -0.59
H -3.329 -1.537 0.129 0.3 1.8 -0.3 0.30
H -1.072 1.494 -0.279 0.4 -1.1 0.2 0.33
H 2.199 1.439 0.974 -0.2 -1.8 -1.2 0.21
H 2.790 0.984 -0.708 -0.1 0.0 -0.2 0.21
H 2.051 -1.220 -0.815 0.7 -0.8 -0.8 0.21
H 1.507 -1.380 0.830 -0.3 -1.9 3.0 0.30
```
Positions in Å, forces in eV/Å.

ORCA calculation (wB97M-V/def2-TZVPD) on a 2-piece molecular cluster, C5H6O2 overall.

- DFT total energy: -344.43796 hartree
- Energy above the lowest of the compared OMol25 structures with the same formula, charge and spin: 4.461 eV
- SMILES: C#CCC=O.C=O
- HOMO-LUMO gap: 10.535 eV
- E_LUMO: 0.73 eV
- Strongest force on any atom: 2.49 eV/A

```
13
Properties=species:S:1:pos:R:3:forces:R:3:mulliken_charge:R:1
C -1.672 -1.501 -1.476 0.4 0.5 0.1 0.23
C -0.812 -0.707 -1.187 -0.5 0.1 -0.4 -0.26
C 0.234 0.274 -0.915 0.0 1.0 -1.0 -0.63
C 0.027 1.383 0.040 0.1 0.2 1.2 -0.27
O 0.955 2.008 0.507 -0.7 0.5 -0.2 -0.53
H -2.463 -2.162 -1.770 0.3 0.1 0.2 0.42
H 0.172 1.271 -1.552 0.2 -2.2 -1.1 0.19
H 1.246 -0.154 -0.953 -0.3 0.5 0.0 0.37
H -1.032 1.640 0.164 -0.1 0.3 0.2 0.43
C 0.845 -0.517 1.783 0.0 -0.1 0.5 -0.06
O -0.286 -0.618 2.198 0.5 0.0 -0.3 -0.41
H 1.214 0.425 1.356 0.4 -0.6 0.6 0.26
H 1.573 -1.345 1.806 -0.1 -0.4 0.2 0.27
```
Positions in Å, forces in eV/Å.

ORCA calculation (wB97M-V/def2-TZVPD) on one molecule with the formula C5H6O2.

- DFT total energy: -344.53022 hartree
- Energy above the lowest of the compared OMol25 structures with the same formula, charge and spin: 1.951 eV
- SMILES: O=C1CCC=CO1
- HOMO-LUMO gap: 9.998 eV
- E_LUMO: 0.84 eV
- Strongest force on any atom: 7.13 eV/A

```
13
Properties=species:S:1:pos:R:3:forces:R:3:mulliken_charge:R:1
O 1.237 1.945 -1.315 4.0 3.9 -2.6 -0.49
C 0.660 1.198 -0.673 -2.1 -3.3 1.7 0.53
C 1.105 0.432 0.501 -2.5 0.0 2.2 -0.52
C 0.283 -0.956 0.568 3.1 1.6 -2.5 -0.59
C -1.115 -0.843 0.116 0.4 3.4 -2.7 -0.42
C -1.618 0.060 -0.774 6.2 -0.9 3.5 -0.33
O -0.613 1.035 -1.054 -3.8 -0.1 -2.0 -0.40
H 0.773 1.137 1.349 0.0 -1.2 -0.8 0.22
H 2.161 0.441 0.668 0.7 -0.6 -0.5 0.39
H 0.850 -1.689 -0.103 -0.8 0.9 0.4 0.24
H 0.470 -1.389 1.493 -0.4 -0.6 2.0 0.42
H -1.711 -1.465 0.571 -3.5 -3.7 1.9 0.51
H -2.484 0.095 -1.349 -1.3 0.4 -0.5 0.45
```
Positions in Å, forces in eV/Å.

ORCA calculation (wB97M-V/def2-TZVPD) on one molecule with the formula C5H6O2.

- DFT total energy: -344.50890 hartree
- Energy above the lowest of the compared OMol25 structures with the same formula, charge and spin: 2.531 eV
- SMILES: O=CCC#CCO
- HOMO-LUMO gap: 10.664 eV
- E_LUMO: 0.77 eV
- Strongest force on any atom: 0.57 eV/A

```
13
Properties=species:S:1:pos:R:3:forces:R:3:mulliken_charge:R:1
O -2.861 0.730 -1.075 0.3 -0.4 0.0 -0.45
C -2.022 -0.132 -1.048 -0.3 0.2 0.0 0.02
C -1.600 -0.854 0.227 -0.1 0.0 0.1 -0.39
C -0.148 -0.746 0.328 0.5 0.2 0.0 -0.11
C 1.017 -0.437 0.284 -0.5 0.0 0.0 0.15
C 2.260 0.345 0.281 0.1 -0.3 -0.1 -0.44
O 1.933 1.722 0.287 0.0 0.2 0.2 -0.50
H -1.470 -0.444 -1.958 -0.1 0.1 0.1 0.34
H -2.080 -0.356 1.074 0.0 -0.1 -0.1 0.23
H -1.944 -1.893 0.195 0.1 0.1 -0.1 0.30
H 2.890 0.076 1.140 -0.1 0.0 -0.1 0.26
H 2.836 0.163 -0.631 -0.1 0.0 0.2 0.28
H 1.189 1.825 0.897 0.2 0.1 -0.2 0.31
```
Positions in Å, forces in eV/Å.

ORCA calculation (wB97M-V/def2-TZVPD) on a 2-piece molecular cluster, C5H6O2 overall.

- DFT total energy: -344.29747 hartree
- Energy above the lowest of the compared OMol25 structures with the same formula, charge and spin: 8.284 eV
- SMILES: C#COO.C#CC
- HOMO-LUMO gap: 9.649 eV
- E_LUMO: 0.53 eV
- Strongest force on any atom: 4.06 eV/A

```
13
Properties=species:S:1:pos:R:3:forces:R:3:mulliken_charge:R:1
C 0.234 2.084 1.821 1.4 0.8 -0.3 -0.18
C -0.654 1.551 1.232 -2.2 -0.5 0.1 0.02
O -1.650 0.985 0.591 0.1 0.2 -0.5 -0.25
O -2.896 0.803 1.332 0.8 -0.3 0.3 -0.31
H 1.227 2.465 1.962 -0.4 0.0 0.5 0.37
H -3.183 1.706 1.501 0.0 0.5 -0.1 0.34
C 0.714 -0.819 1.389 0.4 -1.1 0.8 -0.20
C 0.712 -0.855 0.193 -0.3 0.8 -0.7 0.07
C 0.642 -0.963 -1.270 3.1 -2.6 0.2 -1.07
H 0.757 -1.021 2.447 -0.1 0.4 -0.5 0.37
H 1.759 -1.357 -1.564 -2.6 1.4 0.2 0.25
H 0.283 -0.175 -1.934 0.1 0.0 0.6 0.31
H 0.088 -1.904 -1.372 -0.4 0.4 -0.7 0.28
```
Positions in Å, forces in eV/Å.

ORCA calculation (wB97M-V/def2-TZVPD) on one molecule with the formula C5H6O2.

- DFT total energy: -344.46639 hartree
- Energy above the lowest of the compared OMol25 structures with the same formula, charge and spin: 3.688 eV
- SMILES: C#CO/C=C\CO
- HOMO-LUMO gap: 10.192 eV
- E_LUMO: 0.81 eV
- Strongest force on any atom: 0.52 eV/A

```
13
Properties=species:S:1:pos:R:3:forces:R:3:mulliken_charge:R:1
C -1.306 0.852 1.930 0.0 -0.4 -0.3 -0.20
C -1.210 -0.167 1.298 0.0 0.4 0.2 0.06
O -1.180 -1.325 0.694 0.0 0.2 0.1 -0.46
C -0.373 -1.549 -0.414 0.2 0.0 -0.3 -0.18
C 0.398 -0.709 -1.097 -0.1 -0.1 0.1 -0.12
C 0.682 0.759 -0.874 -0.3 0.0 -0.3 -0.64
O 1.734 0.971 0.050 0.0 0.0 0.3 -0.51
H -1.426 1.768 2.462 0.1 -0.1 -0.1 0.38
H -0.462 -2.599 -0.669 0.0 0.2 0.0 0.38
H 0.943 -1.191 -1.905 -0.1 0.0 0.1 0.28
H -0.225 1.295 -0.575 0.1 -0.1 0.0 0.34
H 1.024 1.194 -1.816 -0.1 -0.1 0.1 0.30
H 1.402 0.701 0.917 0.1 0.1 -0.1 0.37
```
Positions in Å, forces in eV/Å.

ORCA calculation (wB97M-V/def2-TZVPD) on one molecule with the formula C5H6O2.

- DFT total energy: -344.41647 hartree
- Energy above the lowest of the compared OMol25 structures with the same formula, charge and spin: 5.046 eV
- HOMO-LUMO gap (spin up / spin down): 8.458 / 7.892 eV
- E_LUMO (spin up / spin down): -0.38 / -0.51 eV
- Strongest force on any atom: 1.06 eV/A

```
13
Properties=species:S:1:pos:R:3:forces:R:3:mulliken_charge:R:1
C -1.692 -0.351 -0.298 0.0 -0.1 -0.1 -1.27
C -0.443 -0.033 0.498 -0.1 0.2 0.0 0.48
O 0.328 -1.221 0.860 0.1 -0.2 0.1 -0.26
C 1.608 -1.035 0.392 -0.3 0.3 0.0 -0.07
O 1.596 -0.723 -0.896 0.6 -0.9 -0.2 -0.20
C 1.831 0.453 0.055 0.1 0.1 -0.1 -0.21
C 0.535 0.936 -0.087 -0.3 0.4 0.2 -0.55
H -2.300 -1.079 0.247 0.1 0.1 -0.1 0.31
H -2.297 0.548 -0.462 0.1 -0.1 0.0 0.33
H -1.406 -0.778 -1.261 -0.1 0.0 0.1 0.32
H -0.708 0.367 1.488 0.0 0.0 -0.1 0.26
H 2.787 0.956 0.007 -0.2 -0.1 -0.2 0.42
H 0.247 1.896 -0.497 0.0 0.1 0.3 0.43
```
Positions in Å, forces in eV/Å.

ORCA calculation (wB97M-V/def2-TZVPD) on a 2-piece molecular cluster, C5H6O2 overall.

- DFT total energy: -344.40396 hartree
- Energy above the lowest of the compared OMol25 structures with the same formula, charge and spin: 5.387 eV
- HOMO-LUMO gap (spin up / spin down): 7.844 / 7.928 eV
- E_LUMO (spin up / spin down): -0.82 / -0.86 eV
- Strongest force on any atom: 0.59 eV/A

```
13
Properties=species:S:1:pos:R:3:forces:R:3:mulliken_charge:R:1
O 1.209 2.028 0.855 -0.2 -0.4 -0.2 -0.62
C 0.731 0.953 0.523 0.3 0.0 0.1 0.64
C 1.439 -0.301 0.271 0.2 0.4 0.3 -0.45
O 0.604 -1.273 0.013 0.1 -0.5 -0.2 -0.19
C -0.610 -0.763 -0.383 -0.3 0.1 0.3 -0.06
C -1.542 -0.574 0.706 -0.2 0.0 0.2 -0.68
C -0.665 0.626 0.115 -0.2 0.3 -0.2 0.04
H 2.498 -0.530 0.304 -0.2 0.0 0.1 0.38
H 1.096 0.068 -2.094 0.0 0.0 -0.2 0.04
H 0.418 -0.259 -2.149 0.2 0.1 -0.2 0.02
H -1.337 -0.981 1.694 0.0 0.1 -0.1 0.24
H -2.590 -0.421 0.462 0.2 0.0 0.1 0.27
H -1.252 1.427 -0.317 0.0 -0.1 0.0 0.38
```
Positions in Å, forces in eV/Å.